ORCA calculation (ωB97M-V/def2-TZVPD) on a structure of composition C41H22F15GeNO3PtS5.

Summary:
strongest force on any atom = 6.07 eV Å⁻¹
ΔE to the lowest compared entry with this formula, charge and spin = 1.505 eV
frontier orbital gap = 0.275 Eh

Each line ends with the Mulliken charge.
Element x y z (Å)
Pt (0.521, -0.079, 1.545)  0.580
S (0.345, 1.741, 2.953)  -0.235
C (1.152, 0.668, 4.021)  0.466
N (1.365, -0.497, 3.480)  -0.084
C (2.041, -1.379, 4.321)  -1.279
C (2.430, -2.701, 4.029)  0.014
C (3.180, -3.350, 4.986)  -0.549
C (3.556, -2.740, 6.190)  -0.773
C (3.157, -1.447, 6.482)  -0.535
C (2.395, -0.772, 5.529)  0.994
S (1.773, 0.859, 5.627)  -0.249
H (2.046, -3.047, 3.105)  0.835
H (3.483, -4.379, 4.827)  0.360
H (4.146, -3.297, 6.904)  0.403
H (3.434, -0.971, 7.414)  0.387
O (0.379, -1.554, -0.384)  -0.282
S (-0.083, -1.002, -1.736)  1.059
C (1.376, -1.657, -2.680)  -1.155
C (2.681, -0.877, -2.503)  -1.322
C (3.234, -0.890, -1.064)  -0.084
C (3.546, -2.311, -0.568)  -0.769
S (3.508, -2.247, 1.244)  0.219
O (2.013, -2.282, 1.372)  -0.532
C (3.994, -3.885, 1.736)  1.216
C (5.303, -4.300, 1.471)  -0.488
C (5.748, -5.594, 1.641)  -0.656
C (4.823, -6.570, 2.025)  -0.455
C (3.526, -6.172, 2.270)  -0.502
C (3.106, -4.839, 2.232)  -0.829
C (-1.124, -2.456, -2.141)  0.448
C (-1.181, -3.061, -3.389)  -0.211
C (-2.021, -4.151, -3.583)  -0.725
C (-2.809, -4.618, -2.543)  -0.530
C (-2.764, -3.989, -1.307)  -0.626
C (-1.925, -2.905, -1.101)  -0.528
H (1.076, -1.628, -3.731)  0.488
H (1.485, -2.700, -2.397)  0.704
H (2.532, 0.150, -2.845)  0.424
H (3.427, -1.328, -3.165)  0.448
H (2.492, -0.409, -0.426)  -0.324
H (4.147, -0.295, -0.994)  0.586
H (4.464, -2.705, -1.010)  0.732
H (2.737, -3.019, -0.748)  0.133
H (6.000, -3.571, 1.064)  0.393
H (6.776, -5.843, 1.415)  0.406
H (5.108, -7.609, 2.120)  0.410
H (2.795, -6.915, 2.569)  0.373
H (2.046, -4.721, 2.395)  0.269
H (-0.589, -2.701, -4.218)  0.312
H (-2.057, -4.629, -4.553)  0.409
H (-3.463, -5.466, -2.697)  0.390
H (-3.383, -4.343, -0.494)  0.412
H (-1.877, -2.413, -0.139)  0.395
O (-0.353, 0.672, -0.020)  0.097
F (-1.426, 4.234, -3.768)  -0.323
C (-2.163, 3.114, -3.710)  0.447
C (-2.601, 2.620, -2.494)  -0.318
C (-3.339, 1.447, -2.540)  0.374
F (-3.805, 0.913, -1.405)  -0.457
C (-3.639, 0.794, -3.720)  0.124
F (-4.355, -0.328, -3.723)  -0.365
C (-3.183, 1.325, -4.915)  0.737
F (-3.458, 0.712, -6.062)  -0.322
C (-2.441, 2.490, -4.914)  0.071
F (-1.998, 2.996, -6.065)  -0.304
Ge (-2.226, 3.421, -0.733)  0.456
S (-1.172, 1.858, 0.465)  -0.414
C (-3.865, 3.889, 0.210)  -0.269
C (-3.730, 4.391, 1.492)  0.542
F (-2.500, 4.531, 2.007)  -0.321
C (-4.808, 4.762, 2.271)  -0.128
F (-4.641, 5.241, 3.500)  -0.286
C (-6.083, 4.627, 1.747)  0.711
F (-7.137, 4.976, 2.473)  -0.298
C (-6.260, 4.135, 0.464)  0.068
F (-7.488, 4.017, -0.035)  -0.290
C (-5.153, 3.776, -0.284)  0.483
F (-5.372, 3.324, -1.522)  -0.286
C (-1.291, 5.123, -0.958)  0.023
C (-0.013, 5.428, -0.523)  -0.028
F (0.735, 4.518, 0.100)  -0.206
C (0.551, 6.678, -0.721)  -0.136
F (1.784, 6.943, -0.295)  -0.296
C (-0.175, 7.660, -1.370)  0.703
F (0.357, 8.861, -1.565)  -0.300
C (-1.458, 7.392, -1.821)  0.068
F (-2.155, 8.335, -2.450)  -0.295
C (-1.982, 6.135, -1.604)  0.577
F (-3.225, 5.889, -2.056)  -0.382

Forces on the atoms, in the same order (eV/Å):
Pt 0.587 -0.070 1.506
S 0.104 -0.451 -0.144
C 0.287 0.087 0.405
N -0.282 -0.494 -0.555
C 0.382 0.141 -0.195
C -0.564 1.609 1.519
C 0.051 -0.410 0.062
C -0.167 0.183 -0.063
C -0.051 -0.127 -0.194
C 0.085 -0.110 0.339
S 0.015 -0.111 -0.219
H -0.035 -0.484 0.033
H 0.025 0.034 -0.085
H 0.016 0.017 0.008
H -0.002 -0.007 0.007
O -0.145 0.706 0.566
S 1.373 -3.034 0.116
C -0.295 0.598 -0.837
C -0.068 -0.135 0.369
C -0.115 -0.067 -0.148
C 0.289 -0.130 -0.204
S -0.778 0.170 -0.138
O 0.248 0.083 0.277
C 0.573 -1.290 -0.448
C 0.223 0.861 -0.217
C -0.511 -0.441 0.072
C 0.506 0.495 -0.147
C -0.321 0.015 0.777
C 0.140 -1.030 -1.394
C -0.392 0.644 -0.471
C -0.111 0.062 -0.005
C 0.034 0.005 -0.021
C -0.004 0.005 0.006
C -0.003 -0.016 0.055
C -0.002 0.024 -0.001
H 0.187 0.039 -0.034
H -0.216 0.009 0.174
H 0.101 0.048 0.103
H -0.097 0.007 -0.104
H 0.082 -0.122 0.172
H -0.016 0.042 -0.164
H 0.136 0.082 0.215
H -0.032 0.076 -0.090
H 0.003 0.037 0.112
H 0.003 -0.031 0.033
H 0.015 -0.004 -0.035
H 0.014 -0.001 -0.021
H 0.096 0.561 -0.054
H -0.008 0.013 -0.022
H 0.004 -0.002 0.005
H 0.000 0.002 -0.002
H -0.009 0.005 -0.011
H 0.028 -0.032 0.018
O 1.333 -1.290 -2.869
F -0.014 0.001 -0.013
C 0.072 0.016 0.017
C -0.195 0.176 -0.122
C 0.011 -0.008 0.061
F -0.027 -0.006 -0.007
C 0.044 -0.005 -0.011
F -0.012 -0.026 0.008
C -0.009 -0.008 -0.001
F -0.002 -0.024 -0.034
C 0.003 -0.027 0.034
F 0.017 0.014 -0.028
Ge 0.798 -0.998 -1.123
S -3.458 3.986 2.996
C -0.026 -0.088 0.276
C 0.079 -0.021 0.012
F 0.010 -0.024 0.016
C -0.053 -0.005 -0.073
F 0.012 0.020 0.050
C 0.032 -0.026 -0.049
F -0.054 0.015 0.033
C 0.075 0.048 0.106
F -0.051 -0.004 -0.029
C 0.045 -0.035 -0.059
F -0.010 -0.008 -0.043
C -0.031 0.312 -0.125
C -0.014 -0.092 0.007
F 0.044 -0.007 0.013
C -0.065 0.003 -0.023
F 0.050 0.009 0.018
C -0.035 -0.018 -0.014
F 0.022 0.046 -0.006
C 0.070 -0.018 0.045
F -0.024 0.033 -0.025
C -0.020 0.008 0.060
F -0.003 -0.010 -0.025